# 1
{
  "formula": "C6H14O3Sm",
  "method": "ωB97M-V with the def2-TZVPD basis set",
  "charge": 1,
  "spin_multiplicity": 6,
  "homo_energy_ev": [-12.5, -12.6],
  "gap_ev": [7.701, 8.096],
  "species": ["C", "O", "C", "O", "C", "O", "C", "Sm", "H", "H", "H", "H", "H", "H", "H", "H", "H", "C", "H", "H", "C", "H", "H", "H"],
  "coordinates": [[-0.447, -0.834, -3.097], [0.758, -1.394, -2.692], [-0.612, 0.601, -2.596], [-0.177, 0.612, -1.246], [-0.516, 1.614, -0.306], [2.063, -1.164, 1.305], [2.131, -1.872, 2.490], [1.508, -1.079, -0.940], [-1.312, -1.422, -2.727], [-0.541, -0.800, -4.200], [-1.655, 0.948, -2.651], [0.073, 1.274, -3.139], [-1.585, 1.838, -0.457], [0.140, 2.469, -0.535], [2.960, -2.605, 2.522], [2.323, -1.162, 3.319], [1.189, -2.419, 2.692], [-0.269, 1.211, 1.245], [0.776, 0.915, 1.410], [-0.215, 2.201, 1.723], [-1.419, 0.427, 1.856], [-1.101, -0.529, 2.297], [-1.917, 1.012, 2.641], [-2.155, 0.157, 1.084]],
  "forces_ev_per_angstrom": [[-1.932, 0.314, -1.111], [-0.917, -0.241, -1.968], [0.242, 0.603, -0.564], [1.156, -2.405, 1.056], [0.078, 0.954, 1.720], [-0.757, -0.163, -3.374], [0.172, -0.111, 1.126], [2.302, 0.657, 5.309], [0.484, 0.055, -0.127], [0.122, -0.151, 0.443], [0.344, -0.108, -0.186], [-0.494, -0.037, -0.100], [0.412, 0.242, 0.163], [-0.560, 0.050, 0.093], [-0.272, 0.213, -0.174], [-0.212, -0.387, -0.134], [0.346, 0.202, 0.058], [-0.016, 1.799, -1.915], [-0.380, -0.832, -0.156], [-0.313, -0.047, -0.213], [0.055, -0.846, 0.092], [0.010, 0.316, -0.003], [0.076, -0.270, -0.304], [0.053, 0.192, 0.270]]
}

=====

# 2
{
  "formula": "C6H14O4",
  "method": "ωB97M-V with the def2-TZVPD basis set",
  "e_above_lowest_ev": 0.3124,
  "homo_energy_ev": -9.8,
  "gap_ev": 10.044,
  "species": ["C", "C", "C", "C", "O", "O", "H", "H", "H", "H", "H", "H", "H", "H", "H", "H", "C", "C", "O", "O", "H", "H", "H", "H"],
  "coordinates": [[0.548, -1.640, 0.933], [-0.570, -0.617, 0.783], [-0.219, 0.773, 1.383], [-0.575, 0.828, 2.868], [-1.004, 1.759, 0.738], [1.138, 1.071, 1.275], [0.853, -1.713, 1.975], [0.208, -2.620, 0.605], [1.417, -1.355, 0.346], [-0.808, -0.489, -0.275], [-1.477, -0.971, 1.275], [-0.107, 0.002, 3.391], [-0.207, 1.765, 3.275], [-1.654, 0.784, 2.982], [-0.585, 2.003, -0.096], [1.430, 0.994, 0.352], [0.304, -0.797, -3.073], [0.564, 0.420, -2.226], [1.535, 0.584, -1.540], [-0.392, 1.367, -2.268], [1.133, -1.501, -2.969], [-0.626, -1.273, -2.769], [0.229, -0.512, -4.116], [-1.132, 1.139, -2.849]],
  "forces_ev_per_angstrom": [[-0.212, 0.065, 0.097], [0.317, 0.198, 0.079], [-0.380, -0.382, 0.118], [0.190, 0.162, -0.545], [-0.266, 0.282, 0.114], [0.401, 0.130, 0.007], [0.099, -0.081, 0.061], [0.026, -0.134, -0.022], [0.092, -0.035, -0.008], [-0.108, 0.040, 0.006], [-0.058, 0.034, -0.087], [0.036, -0.135, 0.113], [0.015, 0.066, 0.059], [-0.101, -0.047, 0.037], [-0.014, -0.118, 0.021], [-0.101, -0.049, 0.119], [0.428, -0.147, 0.188], [-0.013, -0.351, -0.315], [-0.066, 0.056, -0.018], [-0.109, 0.372, 0.042], [-0.194, 0.141, 0.063], [-0.070, -0.034, 0.018], [-0.102, 0.086, -0.255], [0.189, -0.120, 0.106]]
}